No. 1
Density functional theory data (the ωB97M-V functional and the def2-TZVPD basis) for an isolated molecule of C3H5N2P.

Structure (XYZ):
```
11
C3H5N2P (the ωB97M-V functional and the def2-TZVPD basis)
C 1.39274 -1.05387 -0.26374
C -0.40640 0.40769 -0.00174
C -1.86721 0.37525 0.51038
N 0.19762 -0.83065 -0.34019
N 0.21633 1.51412 -0.04451
P 2.78317 0.05122 0.19164
H 1.78823 -2.06234 -0.65027
H -2.03461 -0.60742 0.87816
H -2.42406 0.45274 -0.40419
H -2.06542 1.16845 1.11105
H 2.41961 0.58480 -0.98658
```

Values from the calculation:
* net charge: 0
* E_LUMO (alpha / beta): 0.62 / -1.73 eV
* multiplicity: 3
* frontier orbital gap (alpha / beta): 9.08 / 7.77 eV
* energy relative to the best compared isomer or geometry (same formula, charge and spin): 19.1 kcal/mol
* ⟨S²⟩: 2.016

No. 2
Density functional theory data (the ωB97M-V functional and the def2-TZVPD basis) for a cluster of 2 separate species, C2HN3O2S in total.

Structure (XYZ):
```
9
C2HN3O2S (the ωB97M-V functional and the def2-TZVPD basis)
C 0.19876 2.06646 -0.31907
C 0.38439 0.81718 -0.73075
N 0.37973 2.42063 0.97407
N -1.43327 -2.40193 -0.61559
N -0.77381 -3.14412 -0.12850
O 0.58356 -0.32247 -0.80796
O -0.09705 -3.92186 0.38133
S 0.85618 1.61593 2.22074
H -0.09851 2.87018 -0.97426
```

Values from the calculation:
* net charge: 0
* E_LUMO (alpha / beta): 0.04 / -1.66 eV
* multiplicity: 3
* frontier orbital gap (alpha / beta): 7.68 / 7.64 eV
* energy relative to the best compared isomer or geometry (same formula, charge and spin): 1.3 kcal/mol
* ⟨S²⟩: 2.019

No. 3
Density functional theory data (the ωB97M-V functional and the def2-TZVPD basis) for a structure of composition C22H35BGeN8ORhS.

Structure (XYZ):
```
70
C22H35BGeN8ORhS (the ωB97M-V functional and the def2-TZVPD basis)
Rh -1.39724 -0.70962 0.41959
C -0.80626 4.92752 1.69852
C -2.18645 4.59685 1.13958
N -2.15190 3.52724 0.13401
C -1.99626 2.24592 0.43082
S -2.19819 1.04846 -0.83555
N -1.76617 1.88921 1.69776
N -1.56905 0.61458 1.87276
C -1.67063 0.10530 3.18899
C -1.93001 0.97078 4.37286
C -1.57773 -1.28690 3.25049
C -1.47856 -2.01714 4.45453
C -1.32444 -3.37881 4.41087
C -1.28088 -4.02569 3.17012
C -1.41755 -3.28193 2.01485
N -1.56417 -1.95335 2.03335
H -0.86828 5.81195 2.33186
H -0.10148 5.13236 0.89102
H -0.42546 4.09879 2.29372
H -2.62595 5.46927 0.66272
H -2.84396 4.27430 1.94584
H -2.28856 3.76153 -0.83822
H -2.09628 1.99512 4.05772
H -1.08563 0.95902 5.06831
H -2.81051 0.61490 4.91098
H -1.49846 -1.48655 5.39651
H -1.22613 -3.94927 5.32439
H -1.14375 -5.09481 3.10023
H -1.40775 -3.75147 1.04041
O 1.12627 -1.20178 1.53425
N 1.75008 -0.47813 2.26149
C 2.15843 -0.63954 3.46721
C 2.84742 0.45287 4.09752
N 3.36850 1.34103 4.60473
C 1.94335 -1.85408 4.20072
N 1.75208 -2.83674 4.76311
B -2.86887 -3.82113 -2.63804
C -2.19616 -2.84936 -1.65310
N -1.70877 -2.09185 -0.92357
H -2.16178 -4.77938 -2.85177
H -3.82851 -4.26443 -2.04055
H -3.10218 -3.21231 -3.65384
C 4.16682 -0.57781 -1.65593
C 4.16804 0.91967 -1.35774
C 2.82735 1.61179 -1.59978
C 1.71559 1.22885 -0.61502
Ge 0.65872 -0.38286 -1.09607
C -0.02594 -0.13349 -2.94629
C 0.97770 -0.63753 -3.98602
C 0.32609 -0.81791 -5.36443
C -0.29972 0.46821 -5.89957
H 5.16897 -0.99287 -1.54766
H 3.83147 -0.77301 -2.67745
H 3.51189 -1.11958 -0.96983
H 4.91229 1.40585 -1.99114
H 4.47404 1.08328 -0.31915
H 2.50849 1.43468 -2.63034
H 2.98202 2.68928 -1.50475
H 0.96919 2.02683 -0.57637
H 2.11910 1.11339 0.39233
H 1.38338 -1.73642 -1.15786
H -0.24899 0.92875 -3.06053
H -0.96105 -0.69245 -3.01739
H 1.38816 -1.60230 -3.67079
H 1.81175 0.06302 -4.08136
H -0.43225 -1.60205 -5.29629
H 1.09761 -1.16240 -6.05641
H -1.18063 0.75306 -5.32153
H -0.61125 0.33909 -6.93599
H 0.41902 1.29220 -5.86389
```

Values from the calculation:
* net charge: +1
* E_LUMO (alpha / beta): -4.41 / -6.35 eV
* multiplicity: 5
* frontier orbital gap (alpha / beta): 5.85 / 5.12 eV
* ⟨S²⟩: 6.049

No. 4
Density functional theory data (the ωB97M-V functional and the def2-TZVPD basis) for a cluster of 2 separate species, C6H14O in total.

Structure (XYZ):
```
21
C6H14O (the ωB97M-V functional and the def2-TZVPD basis)
C -1.06113 -0.85937 1.36871
C -1.44429 -0.50591 -0.15881
C -0.34890 -0.80535 -1.22188
C 0.83255 0.15545 -1.43017
C 0.88421 2.69255 -1.07509
C 0.27435 1.59030 -1.64615
H -0.06655 -0.92108 1.87540
H -1.49343 -1.86175 1.59826
H -1.49789 -0.25001 2.12027
H -2.39092 -0.99917 -0.35349
H -1.72059 0.50070 -0.39908
H -0.96627 -0.90798 -2.21464
H 0.11899 -1.76979 -1.17494
H 1.18856 -0.06541 -2.44343
H 1.62913 0.25536 -0.73756
H 1.99228 2.66697 -0.70213
H 0.45700 3.61580 -1.23353
H -0.67222 1.51972 -2.22284
H 1.56649 -0.70866 3.69959
H 1.52609 -1.73049 2.75377
O 1.19255 -1.61189 3.59774
```

Values from the calculation:
* net charge: 0
* E_LUMO: 0.74 eV
* multiplicity: 1
* frontier orbital gap: 10.12 eV
* energy relative to the best compared isomer or geometry (same formula, charge and spin): 65.0 kcal/mol
* SMILES: C=CCCCC.O